# 1
The following is a quantum chemistry calculation of C4H9NO in the gas phase in a non-equilibrium geometry, from the Open Molecules 2025 dataset.

Last columns: bonded neighbours and bond lengths (Å).
Positions of all 15 atoms, in Å:
1 N -1.7442 -2.0527 0.4041  C2 1.383, H7 1.070, H8 0.999
2 C -1.3031 -0.7829 0.7287  N1 1.383, C3 1.497, H9 1.038, H10 1.113
3 C 0.0843 -0.4676 0.2622  C2 1.497, C4 1.587, H11 1.092, H12 1.095
4 C 0.0122 1.1046 0.0557  C3 1.587, C5 1.534, H13 1.098, H14 1.116
5 C 1.2444 1.6925 -0.6438  C4 1.534, O6 1.256, H15 1.156
6 O 2.1000 0.8708 -1.0565  C5 1.256
7 H -0.9313 -2.7059 0.1658  N1 1.070
8 H -2.1846 -2.3851 1.2370  N1 0.999
9 H -1.2213 -0.5603 1.7391  C2 1.038
10 H -1.9767 -0.0562 0.2227  C2 1.113
11 H 0.7639 -0.9782 0.9481  C3 1.092
12 H 0.2848 -0.8557 -0.7418  C3 1.095
13 H -0.1803 1.5591 1.0365  C4 1.098
14 H -0.8146 1.2767 -0.6734  C4 1.116
15 H 1.4437 2.8286 -0.7276  C5 1.156

Structure (SMILES): NCCCC=O
Spin multiplicity: 1

Atomic partial charges in e from the Löwdin method, atoms 1 to 6: number 1, N, carries -0.005; number 2, C, carries -0.404; number 3, C, carries -0.195; number 4, C, carries -0.159; number 5, C, carries -0.206; number 6, O, carries -0.013



# 2
The following is a quantum chemistry calculation of a gas-phase ion, C2H4O3P (charge -1) in a non-equilibrium geometry, from the Open Molecules 2025 dataset.

Last columns: bonded neighbours and bond lengths (Å).
Positions of all 10 atoms, in Å:
1 O -1.6666 -1.0791 -0.1373  C2 1.243
2 C -0.4470 -1.1837 0.0794  O1 1.243, O3 1.190, C4 1.670
3 O 0.3982 -2.0054 -0.0837  C2 1.190
4 C 0.1377 0.2496 0.7055  C2 1.670, O5 1.387, P6 1.965, H7 1.074
5 O -0.9183 1.1412 0.8275  C4 1.387, H8 1.014
6 P 1.2423 1.1764 -0.6295  C4 1.965, H9 1.405, H10 1.418
7 H 0.6064 0.2979 1.6706  C4 1.074
8 H -1.4787 0.6797 0.1194  O5 1.014
9 H 1.8621 -0.0329 -0.9863  P6 1.405
10 H 0.2639 0.7564 -1.5657  P6 1.418

Charge: -1
Structure (SMILES): O=C([O-])[C@H](O)P
Spin multiplicity: 1

Atomic partial charges in e from the Löwdin method, atoms 1 to 6: number 1, O, carries -0.062; number 2, C, carries -0.781; number 3, O, carries -0.023; number 4, C, carries -0.549; number 5, O, carries -0.219; number 6, P, carries 0.759



Number 1: Kohn-Sham gap 0.3795 Ha, LUMO level 0.03631 hartree. Number 2: Kohn-Sham gap 0.3089 Ha, LUMO level 0.16026 hartree.